Formula: C31H59N2O13S2
Source: OMol25
Level of theory: ωB97M-V with the def2-TZVPD basis set

Results
E_HOMO: -5.27 eV
Orbital gap: 7.14 eV
E_tot: -3100.52961 a.u.
Largest force on an atom: 1.51 eV/A

Structure (ORCA input):
```
! RIJCOSX wB97M-V def2-TZVPD def2/J DEFGRID3
* xyz -1 1
C 0.156 -0.955 -1.689
C 0.468 0.106 -2.112
C 0.837 1.450 -2.468
S -0.253 2.601 -1.554
O -0.471 1.969 -0.286
O 0.409 3.868 -1.435
N -1.551 2.755 -2.468
S -2.708 3.639 -1.863
O -2.592 3.966 -0.471
O -2.835 4.824 -2.669
C -4.338 2.882 -2.104
C -4.574 1.389 -2.135
O -5.707 1.044 -2.318
N -3.569 0.442 -1.945
C -3.408 -0.428 -3.094
C -3.696 -0.259 -0.666
H -0.110 -1.741 -1.056
H 0.698 1.605 -3.538
H 1.854 1.569 -2.140
H -4.669 3.267 -3.052
H -4.983 3.315 -1.364
H -4.214 -1.147 -3.215
H -3.329 0.190 -3.976
H -2.458 -0.909 -2.998
H -2.946 0.137 -0.001
H -3.463 -1.302 -0.780
H -4.682 -0.124 -0.238
C -4.545 -3.413 3.120
C -3.940 -2.084 2.712
O -3.165 -2.001 1.792
C -4.355 -0.869 3.503
H -4.164 -4.198 2.471
H -4.278 -3.645 4.151
H -5.631 -3.372 3.027
H -4.077 -0.990 4.552
H -5.435 -0.726 3.426
H -3.852 0.009 3.111
C -1.732 4.542 4.308
C -1.248 3.256 3.675
O -1.442 2.188 4.216
C -0.530 3.378 2.363
H -2.233 4.319 5.248
H -0.885 5.201 4.506
H -2.434 5.042 3.640
H 0.366 3.991 2.489
H -1.182 3.830 1.612
H -0.237 2.395 2.012
C -0.178 -5.032 -3.569
C -1.341 -4.153 -3.178
O -1.424 -3.008 -3.544
C -2.404 -4.775 -2.299
H 0.505 -4.461 -4.194
H 0.354 -5.367 -2.677
H -0.533 -5.895 -4.132
H -1.965 -5.101 -1.354
H -2.853 -5.631 -2.806
H -3.177 -4.038 -2.093
C 3.184 3.936 0.863
C 4.408 4.092 1.730
O 5.529 4.041 1.273
C 4.178 4.321 3.204
H 3.485 3.782 -0.169
H 2.591 3.078 1.186
H 2.575 4.839 0.915
H 3.642 3.473 3.630
H 3.602 5.235 3.355
H 5.135 4.420 3.711
C 5.488 0.223 5.335
C 5.540 1.683 5.700
O 4.545 2.368 5.713
C 6.893 2.259 6.048
H 4.466 -0.055 5.103
H 6.110 0.031 4.459
H 5.837 -0.385 6.171
H 7.571 2.157 5.200
H 7.309 1.739 6.913
H 6.786 3.314 6.289
C -0.294 -9.531 -6.779
C 0.287 -8.331 -6.069
O -0.310 -7.772 -5.183
C 1.651 -7.862 -6.517
H -1.271 -9.759 -6.361
H -0.405 -9.317 -7.843
H 0.358 -10.395 -6.648
H 1.621 -7.578 -7.570
H 2.385 -8.656 -6.375
H 1.946 -6.998 -5.928
C 2.129 5.109 -5.723
C 1.009 4.373 -5.019
O 1.198 3.313 -4.477
C -0.352 5.017 -5.019
H 3.048 4.533 -5.642
H 1.883 5.240 -6.778
H 2.281 6.084 -5.259
H -0.704 5.145 -6.046
H -0.305 5.988 -4.524
H -1.053 4.387 -4.475
C 1.003 -2.269 4.586
C 2.198 -2.142 5.492
O 3.322 -2.202 5.061
C 1.925 -1.932 6.963
H 1.337 -2.413 3.562
H 0.401 -3.126 4.886
H 0.399 -1.361 4.633
H 1.359 -2.775 7.363
H 1.360 -1.010 7.109
H 2.869 -1.856 7.498
*
```

***

Formula: C31H59N3O4
Source: OMol25
Level of theory: ωB97M-V with the def2-TZVPD basis set

Results
E_HOMO: -8.36 eV
Orbital gap: 8.03 eV
E_tot: -1681.65988 a.u.
SMILES: [H]/N=C(/C)Cc1cnc2c(CCCC)cccc2n1.CCOCC.CCOCC.CCOCC.CCOCC
Largest force on an atom: 3.61 eV/A

Structure (ORCA input):
```
! RIJCOSX wB97M-V def2-TZVPD def2/J DEFGRID3
* xyz 0 1
H -2.577 -3.585 -8.938
N -1.629 -3.936 -9.139
C -1.410 -4.878 -8.293
C -0.015 -5.605 -8.315
C -2.470 -5.322 -7.191
C -2.050 -4.558 -5.876
C -2.803 -3.338 -5.471
N -2.527 -2.568 -4.387
C -1.434 -3.075 -3.700
C -0.940 -2.326 -2.475
C -1.702 -0.990 -2.121
C -1.073 0.122 -3.098
C -1.375 1.543 -2.462
C -2.874 2.019 -2.728
C 0.171 -2.772 -1.665
C 0.919 -4.039 -2.046
C 0.451 -4.746 -3.213
C -0.705 -4.300 -4.067
N -1.006 -5.077 -5.178
H 0.568 -5.372 -9.246
H 0.559 -5.254 -7.407
H -0.147 -6.727 -8.291
H -3.496 -5.005 -7.535
H -2.442 -6.437 -7.019
H -3.664 -3.024 -6.119
H -1.616 -0.712 -1.041
H -2.776 -1.092 -2.423
H -1.567 0.052 -4.113
H 0.044 -0.030 -3.178
H -0.640 2.324 -2.801
H -1.224 1.439 -1.347
H -2.935 3.076 -3.112
H -3.423 2.004 -1.739
H -3.405 1.289 -3.393
H 0.461 -2.169 -0.763
H 1.795 -4.418 -1.471
H 0.979 -5.693 -3.508
C 1.025 -0.072 3.042
C -0.387 0.202 2.552
O -1.050 -0.950 2.058
C -1.226 -2.019 2.977
C -2.039 -1.637 4.201
H 1.628 -0.516 2.246
H 1.502 0.855 3.368
H 1.037 -0.767 3.885
H -0.340 0.912 1.723
H -0.987 0.679 3.334
H -0.254 -2.433 3.266
H -1.750 -2.809 2.436
H -1.550 -0.861 4.790
H -2.181 -2.505 4.847
H -3.020 -1.257 3.905
C 1.509 -1.031 8.105
C 0.094 -0.761 7.622
O -0.570 -1.915 7.134
C -0.742 -2.984 8.052
C -1.553 -2.605 9.280
H 2.108 -1.476 7.306
H 1.985 -0.101 8.424
H 1.527 -1.722 8.949
H 0.134 -0.054 6.790
H -0.503 -0.283 8.405
H 0.231 -3.398 8.337
H -1.268 -3.773 7.511
H -1.063 -1.829 9.870
H -1.692 -3.475 9.925
H -2.535 -2.226 8.987
C 2.765 3.307 -6.734
C 1.276 3.153 -6.477
O 0.860 3.660 -5.219
C 1.085 5.041 -4.988
C 0.379 5.947 -5.983
H 3.342 2.820 -5.944
H 3.034 2.859 -7.693
H 3.068 4.356 -6.760
H 1.026 2.089 -6.478
H 0.689 3.608 -7.282
H 2.160 5.251 -4.962
H 0.705 5.252 -3.986
H 0.735 5.791 -7.002
H 0.549 6.996 -5.728
H -0.697 5.756 -5.977
C 4.212 5.463 5.422
C 3.323 4.713 4.444
O 2.864 3.464 4.936
C 2.083 3.497 6.120
C 0.807 4.311 5.985
H 5.073 4.851 5.702
H 4.572 6.391 4.974
H 3.682 5.720 6.341
H 3.896 4.497 3.541
H 2.476 5.332 4.131
H 2.688 3.853 6.962
H 1.819 2.462 6.344
H 1.013 5.363 5.777
H 0.226 4.262 6.909
H 0.194 3.928 5.166
*
```

***

Formula: C31H59N3O4Si2
Source: OMol25
Level of theory: ωB97M-V with the def2-TZVPD basis set

Results
<S²>: 2.01
E_HOMO (spin up / spin down): -8.04 / -8.04 eV
Orbital gap (spin up / spin down): 8.64 / 7.93 eV
E_tot: -2260.55559 a.u.
Largest force on an atom: 4.83 eV/A

Structure (ORCA input):
```
! RIJCOSX wB97M-V def2-TZVPD def2/J DEFGRID3
* xyz 0 3
C -1.532 2.043 4.156
C -0.339 2.673 3.277
C -0.053 4.190 3.226
C 1.101 4.739 2.357
C 2.038 3.804 1.547
C 1.750 2.270 1.634
C 2.783 1.331 0.809
Si 3.348 -0.219 1.801
C 5.103 -0.088 2.546
C 5.319 1.125 3.568
C 5.457 0.688 5.114
O 4.308 2.159 3.497
O 3.423 -1.524 0.618
Si 2.422 -2.865 1.083
C 3.225 -4.503 0.436
C 4.633 -4.683 1.187
N 5.143 -5.878 1.410
C 0.583 1.718 2.479
H -1.572 2.514 5.198
H -1.290 0.930 4.308
H -2.552 2.153 3.628
H -0.683 4.949 3.807
H 1.336 5.863 2.287
H 2.910 4.182 0.917
H 2.151 0.919 -0.070
H 3.638 1.941 0.367
H 2.287 -0.511 2.763
H 5.277 -1.059 3.148
H 5.905 -0.074 1.724
H 6.333 1.609 3.287
H 5.900 -0.357 5.234
H 6.143 1.476 5.610
H 4.434 0.793 5.614
H 4.546 2.865 4.144
H 1.132 -2.671 0.379
H 2.269 -2.836 2.540
H 2.506 -5.379 0.663
H 3.377 -4.511 -0.695
H 5.202 -3.752 1.519
H 6.052 -5.692 1.877
H 0.384 0.603 2.551
C 1.543 -1.493 -5.083
C 1.732 -0.522 -3.891
C 0.371 -0.306 -3.199
C -0.577 0.557 -4.026
C 0.079 1.882 -4.395
C 1.470 1.736 -5.051
N 2.354 0.761 -4.344
O 2.848 1.384 -3.241
C 1.324 1.313 -6.532
C 2.095 3.155 -5.148
C 2.664 -1.313 -2.936
H 1.329 -2.505 -4.727
H 0.704 -1.241 -5.729
H 2.448 -1.549 -5.696
H 0.518 0.170 -2.222
H -0.106 -1.271 -2.996
H -0.897 0.027 -4.928
H -1.487 0.750 -3.449
H -0.591 2.438 -5.060
H 0.165 2.483 -3.481
H 2.298 1.088 -6.974
H 0.879 2.118 -7.126
H 0.672 0.456 -6.683
H 2.157 3.653 -4.177
H 1.488 3.804 -5.785
H 3.100 3.116 -5.579
H 3.642 -1.482 -3.396
H 2.240 -2.292 -2.698
H 2.818 -0.807 -1.980
C -6.708 -2.473 1.210
C -6.092 -1.256 1.942
C -6.710 0.038 1.373
C -6.211 0.360 -0.031
C -4.687 0.407 -0.067
C -4.004 -0.841 0.533
N -4.600 -1.270 1.835
O -4.115 -0.441 2.796
C -4.063 -2.018 -0.469
C -2.483 -0.540 0.637
C -6.570 -1.444 3.405
H -7.757 -2.605 1.493
H -6.722 -2.376 0.126
H -6.184 -3.398 1.469
H -6.481 0.885 2.031
H -7.803 -0.043 1.356
H -6.585 -0.371 -0.754
H -6.611 1.329 -0.345
H -4.360 0.552 -1.102
H -4.364 1.301 0.481
H -3.692 -2.941 -0.013
H -3.437 -1.818 -1.344
H -5.057 -2.208 -0.869
H -2.272 0.358 1.225
H -2.054 -0.362 -0.354
H -1.943 -1.379 1.085
H -6.146 -2.353 3.840
H -7.659 -1.534 3.451
H -6.308 -0.601 4.049
*
```